Record 1
# C29H30IN3O6SiZn

A molecular structure, C29H30IN3O6SiZn (ωB97M-V/def2-TZVPD, the Open Molecules 2025 dataset).

```
71
Properties=species:S:1:pos:R:3:forces:R:3
Zn -0.71641 0.57937 0.04939 0.18 0.00 0.24
O 2.16866 -4.20880 -2.54393 0.28 0.91 -0.92
C 1.08834 -3.38953 -2.37118 1.20 -0.22 -0.21
O 0.16374 -3.73496 -1.70164 -0.45 0.40 -0.31
C 1.38609 -2.09997 -3.09762 1.43 -0.02 -0.50
C 2.53036 -1.92842 -3.92315 -1.15 -0.32 0.69
C 2.76604 -0.65957 -4.45983 0.72 -0.57 -0.67
C 1.93078 0.38744 -4.19668 -1.91 -0.11 1.95
C 0.86806 0.12454 -3.23597 0.84 0.30 -1.89
N 0.60642 -1.10314 -2.78571 -0.81 1.81 0.48
C -0.10353 1.28122 -2.90803 0.00 -0.46 -0.37
O -0.10812 2.22578 -3.71744 -0.13 -0.58 0.95
O -0.85025 1.07073 -1.90076 0.11 0.57 -0.17
H 1.94445 -5.01451 -2.12183 -0.33 -1.35 0.92
H 3.13377 -2.80450 -4.11952 0.21 0.29 -0.09
H 3.61236 -0.48230 -5.12942 -0.14 -0.28 0.18
H 2.00703 1.38277 -4.64272 0.07 -0.42 0.33
I 5.70445 3.56996 -2.87694 -0.04 -0.15 0.04
C 4.54860 2.13660 -1.85551 -0.38 -0.84 0.28
C 4.97508 0.78788 -1.80846 -0.62 2.22 -0.10
C 4.18954 -0.13244 -1.16883 -0.37 -1.10 0.40
C 3.00380 0.20777 -0.54125 -0.81 1.33 -0.34
C 2.59745 1.61157 -0.55379 0.85 -2.73 -0.62
C 3.34131 2.55114 -1.25432 0.99 -1.38 0.15
C 2.08397 -0.95894 0.00596 0.97 1.56 0.20
O 2.59678 -2.06957 0.11557 -0.05 -0.25 -0.25
O 0.94141 -0.57563 0.35025 -0.55 -0.35 -0.13
H 5.86517 0.47384 -2.28815 0.79 -0.08 -0.43
H 4.48882 -1.18903 -1.18260 -0.24 0.42 0.11
H 1.66886 1.83828 -0.07363 -0.37 0.48 0.06
H 3.01025 3.55524 -1.31043 -0.21 0.83 -0.07
C -5.00107 -1.05267 1.07584 0.76 -0.49 -0.57
Si -3.28529 -1.41694 0.24640 -0.54 -0.27 1.78
C -3.08016 -3.31489 0.38131 0.17 -0.33 -0.36
C -3.27138 -1.04732 -1.53746 -0.29 -0.52 -1.01
N -2.08139 -0.49022 0.97995 0.51 -0.33 1.49
C -1.82669 -0.77697 2.36849 -0.55 1.15 -0.14
C -0.93416 -1.75617 2.79054 0.73 -0.81 -1.51
C -0.76698 -2.14633 4.10712 0.10 0.44 0.57
C -1.41213 -1.45220 5.11024 -0.97 0.24 -0.63
C -2.32683 -0.45337 4.72212 1.04 -0.63 1.28
C -2.47344 -0.07141 3.43028 -0.48 0.43 -1.78
H -4.97504 -1.15919 2.16654 0.15 0.13 -0.19
H -5.67343 -1.82632 0.68543 -0.32 0.35 -0.02
H -5.28840 -0.03854 0.78925 -0.32 -0.11 0.11
H -2.82391 -3.79261 1.32315 0.02 0.53 0.58
H -2.17311 -3.50929 -0.22666 -0.63 -0.27 -0.20
H -3.97826 -3.90062 0.06412 0.67 0.49 -0.38
H -3.95555 -1.78320 -1.99873 0.11 0.37 -0.15
H -2.27030 -1.25055 -1.92982 0.01 -0.03 0.03
H -3.52725 -0.03682 -1.84462 -0.15 0.09 0.08
H -0.30183 -2.19816 2.00335 -0.49 -0.04 0.36
H -0.12870 -2.97247 4.38607 0.34 0.01 -0.23
H -1.24058 -1.66405 6.14727 -0.08 -0.23 0.39
H -2.90420 0.03622 5.47803 -0.13 0.45 0.43
H -3.09783 0.81598 3.23552 0.20 -0.66 -0.29
C -1.80208 3.60837 -0.25920 -1.08 -1.52 -0.06
C -1.00108 3.46487 0.98734 -0.30 -0.70 0.21
C -0.65743 4.26257 2.04949 -0.60 2.37 -0.26
C 0.23759 3.51648 2.83457 0.45 0.60 0.05
C 0.41694 2.30968 2.21838 0.45 0.25 1.15
C 1.45112 1.31280 2.57348 -1.47 -1.94 -1.98
N -0.38917 2.24308 1.16353 -0.36 -0.50 -2.04
H -2.37118 4.50485 -0.42161 -0.02 0.73 0.30
H -2.56802 2.76763 -0.31799 0.78 0.83 0.08
H -1.15911 3.43898 -1.11169 0.09 0.09 -0.38
H -0.89682 5.36689 2.18564 0.17 -1.64 -0.20
H 0.88785 3.93153 3.55745 0.39 0.21 0.97
H 1.03343 0.32797 2.84573 0.14 0.38 0.30
H 2.09304 1.69451 3.27036 1.44 0.90 2.30
H 2.07953 1.07506 1.71900 -0.02 0.07 -0.01
```
Positions in Å, forces in eV/Å.

Values from the calculation:
Charge: -2
DFT total energy, Eh: -4105.5291
Orbital gap, eV: 5.00
Multiplicity: 1
Largest force on an atom, eV/Å: 3.14
HOMO, eV: -1.50

Löwdin atomic charge list, values in e, 8 entries: 0.6966 0.0768 -0.4530 0.1329 -0.1965 0.0029 -0.0886 0.0100

---

Record 2
# C37H43FeN4O6

A molecular structure, C37H43FeN4O6 (ωB97M-V/def2-TZVPD, the Open Molecules 2025 dataset).

```
91
Properties=species:S:1:pos:R:3:forces:R:3
Fe 1.19731 0.41954 -0.40766 0.43 -0.22 -0.74
C 4.19380 -1.06862 2.53670 0.09 -0.07 0.08
C 3.71605 -0.25275 1.36432 0.10 -0.01 0.03
O 2.60824 -0.53355 0.89910 -0.03 -0.32 -0.38
C 4.57109 0.79470 0.88737 0.05 0.02 0.02
C 4.28522 1.71400 -0.09645 0.22 -0.01 0.25
C 5.33738 2.71536 -0.49436 -0.15 -0.03 0.03
N 3.07490 1.74412 -0.69835 -0.11 -0.62 0.24
N 2.95307 2.73793 -1.53562 -0.30 0.48 -0.60
C 1.81236 2.67382 -2.26136 0.02 0.33 -0.07
O 1.06640 1.67625 -2.34933 -0.09 -0.35 0.14
C 1.46682 3.90625 -3.01337 0.06 0.01 -0.03
C 0.12346 4.20867 -3.21348 -0.04 0.00 -0.04
C -0.23353 5.34589 -3.92191 0.04 0.02 0.00
C 0.75150 6.17305 -4.45069 0.00 -0.05 0.01
C 2.09366 5.87492 -4.24633 -0.04 0.00 0.01
C 2.45265 4.75012 -3.51778 0.02 0.05 0.05
H 3.84465 -0.58917 3.45692 0.04 -0.02 -0.05
H 5.28139 -1.13312 2.57077 -0.04 0.01 0.05
H 3.75819 -2.06759 2.49002 0.02 0.09 0.00
H 5.54460 0.87684 1.35333 -0.04 -0.07 0.02
H 6.24549 2.57374 0.08757 -0.02 -0.03 0.01
H 4.96315 3.72982 -0.35273 0.02 -0.02 -0.02
H 5.56516 2.60812 -1.55553 0.01 0.04 0.01
H -0.62740 3.54923 -2.79337 0.05 0.03 -0.06
H -1.27959 5.59092 -4.06175 0.03 -0.02 -0.01
H 0.47336 7.04895 -5.02509 0.01 -0.02 0.05
H 2.85955 6.52416 -4.65355 -0.02 -0.03 0.01
H 3.49358 4.51329 -3.33084 -0.08 0.02 -0.04
C -5.38639 0.18628 1.78252 0.03 0.00 -0.01
C -5.16335 -0.63621 0.50198 0.02 0.03 0.02
C -6.08805 -0.12162 -0.61117 0.01 -0.01 -0.03
C -5.51267 -2.09563 0.79158 0.00 -0.03 -0.02
C -3.70721 -0.47032 0.07634 -0.09 -0.06 0.08
C -3.22095 0.77503 -0.30849 0.04 0.06 -0.04
C -1.88393 0.91715 -0.62606 -0.08 -0.02 -0.12
N -1.02097 -0.10274 -0.59403 0.22 0.42 0.04
C -1.47173 -1.30606 -0.25510 0.08 -0.04 -0.11
C -2.79942 -1.52078 0.08227 -0.18 -0.13 0.05
C -0.47466 -2.41567 -0.31232 0.16 0.08 -0.05
C -0.84779 -3.74173 -0.14406 -0.17 -0.21 0.03
C 0.08412 -4.75848 -0.28511 -0.04 -0.10 -0.01
C 1.38206 -4.37475 -0.61591 0.07 -0.03 0.02
C 1.68277 -3.03411 -0.75274 -0.03 0.22 0.12
N 0.78001 -2.06350 -0.58955 -0.19 0.04 0.13
C -0.26609 -6.23344 -0.09882 0.06 0.02 0.07
C 0.07166 -7.00291 -1.38282 -0.01 -0.04 -0.03
C 0.56403 -6.78975 1.07172 0.01 0.07 -0.01
C -1.74763 -6.43518 0.21837 -0.01 0.00 -0.01
H -6.42491 0.09307 2.11333 0.07 0.01 -0.03
H -5.17265 1.24486 1.61831 -0.03 -0.06 0.01
H -4.73363 -0.16626 2.58590 -0.06 0.02 -0.04
H -7.13233 -0.28935 -0.33346 0.07 0.03 -0.01
H -5.89423 -0.64791 -1.55026 -0.03 0.04 0.06
H -5.95561 0.94808 -0.78712 -0.01 -0.07 0.00
H -6.55776 -2.16105 1.10022 0.03 -0.01 -0.01
H -4.90203 -2.50392 1.60152 -0.05 0.01 -0.05
H -5.38532 -2.72183 -0.09686 -0.01 0.02 0.07
H -3.86639 1.64458 -0.35129 0.06 -0.06 0.02
H -1.46246 1.88047 -0.89195 -0.10 -0.18 0.00
H -3.12329 -2.51617 0.34907 0.00 0.13 0.03
H -1.87659 -3.98049 0.08366 0.11 -0.01 -0.03
H 2.16672 -5.10938 -0.75728 -0.06 0.07 0.00
H 2.68411 -2.70815 -1.00970 -0.04 0.05 0.05
H 1.13208 -6.92744 -1.63327 -0.07 -0.01 0.01
H -0.50587 -6.62073 -2.22934 0.04 -0.03 0.05
H -0.16979 -8.06236 -1.25268 0.03 0.09 -0.02
H 1.63574 -6.71335 0.87322 -0.07 -0.01 0.02
H 0.32376 -7.84337 1.23852 0.01 0.07 -0.03
H 0.35062 -6.23623 1.99080 0.02 -0.06 -0.06
H -2.38437 -6.07906 -0.59634 0.01 -0.02 0.06
H -2.03276 -5.92171 1.14026 -0.01 -0.04 -0.04
H -1.94645 -7.49986 0.35591 0.00 0.04 -0.01
O 0.57776 1.70600 4.06335 -0.01 0.18 0.28
C 0.58115 2.97870 3.62707 0.06 -0.12 0.01
C 0.58091 4.00921 4.56455 0.00 0.12 0.09
C 0.62867 5.32541 4.14334 -0.01 0.00 -0.02
C 0.67852 5.64408 2.78634 0.00 -0.04 -0.07
C 0.65090 4.62121 1.85415 -0.07 -0.01 0.05
C 0.58807 3.28827 2.26025 -0.07 -0.10 -0.16
C 0.54145 2.19600 1.24736 -0.17 0.46 0.01
O 0.72031 0.99304 1.62352 -0.27 0.20 0.27
O 0.35549 2.44989 0.02935 0.35 0.16 0.60
H 0.66427 1.14453 3.25811 -0.02 -0.14 -0.09
H 0.55387 3.75576 5.61793 0.01 0.00 -0.07
H 0.63212 6.11795 4.88397 0.01 -0.04 -0.04
H 0.73532 6.67694 2.46422 -0.01 -0.06 0.03
H 0.67739 4.82426 0.78960 -0.01 0.00 0.05
O 2.15333 -0.74003 -2.62551 0.04 -0.08 -0.10
H 2.02908 0.18478 -2.89315 -0.04 -0.01 -0.01
H 1.31848 -1.15887 -2.87076 0.12 0.04 0.04
```
Positions in Å, forces in eV/Å.

Values from the calculation:
Charge: 0
DFT total energy, Eh: -3370.0131
Orbital gap (spin up / spin down), eV: 6.97 / 6.79
Multiplicity: 6
Largest force on an atom, eV/Å: 0.88
HOMO (spin up / spin down), eV: -7.04 / -7.75

natural (NBO) atomic charge list, values in e, 8 entries: 1.5435 -0.6927 0.5573 -0.6683 -0.3733 0.2533 -0.6597 -0.3317

---

Record 3
# C4H7ClN

A gas-phase ion, C4H7ClN (charge +1) (ωB97M-V/def2-TZVPD, the Open Molecules 2025 dataset).

```
13
Properties=species:S:1:pos:R:3:forces:R:3
C -0.78789 1.25287 -0.16646 1.19 -1.09 -0.18
C -1.69652 0.34886 -0.08409 2.31 -1.93 -0.52
C 0.70718 0.94273 -0.12747 -1.63 1.51 5.00
C 0.13636 -1.49125 -0.39663 -1.64 2.77 3.32
N 0.88393 -0.43644 0.43354 -0.98 -1.63 -1.08
Cl -3.13135 -0.29365 0.06520 -1.73 -0.18 0.06
H -0.94296 2.27684 -0.21784 -0.75 1.95 -0.02
H 1.12680 0.95878 -1.05848 1.47 0.38 -2.27
H 1.05298 1.76125 0.67362 0.22 -1.97 -2.06
H -0.25654 -2.23777 0.23935 -0.28 -0.69 0.47
H 0.46572 -1.76125 -1.33172 1.05 0.03 -2.00
H 1.81493 -0.75074 0.56486 2.01 0.20 -0.89
H 0.62736 -0.57023 1.40613 -1.24 0.66 0.17
```
Positions in Å, forces in eV/Å.

Values from the calculation:
Charge: +1
DFT total energy, Eh: -671.1106
Orbital gap (spin up / spin down), eV: 7.73 / 9.15
Multiplicity: 1
Largest force on an atom, eV/Å: 5.47
HOMO (spin up / spin down), eV: -12.61 / -13.67

natural (NBO) atomic charge list, values in e, 8 entries: -0.3324 0.0087 -0.2088 -0.2430 -0.5384 0.2807 0.2560 0.2376

---

Record 4
# C3H4OS

2 unconnected molecules or ions with the total composition C3H4OS (ωB97M-V/def2-TZVPD, the Open Molecules 2025 dataset).

```
9
Properties=species:S:1:pos:R:3:forces:R:3
C -1.85875 0.03080 0.31454 0.04 1.30 -0.26
C -0.92152 0.74533 -0.22812 4.12 -0.72 -0.83
C 1.13552 -0.51836 -0.29255 -3.06 5.42 0.23
O 3.56786 -0.47741 0.18663 0.48 0.91 -0.08
S 2.39335 0.40842 -0.00602 -0.21 -2.06 0.18
H -2.79170 0.50595 0.50226 -0.91 0.42 -0.01
H -1.78926 -0.95622 0.66093 0.43 -1.19 0.27
H -0.66774 1.76108 -0.65448 -0.73 -1.57 0.76
H 0.93224 -1.49959 -0.48318 -0.15 -2.51 -0.26
```
Positions in Å, forces in eV/Å.

Values from the calculation:
Charge: 0
DFT total energy, Eh: -589.9206
Orbital gap (spin up / spin down), eV: 9.01 / 9.01
Multiplicity: 1
Largest force on an atom, eV/Å: 6.23
HOMO (spin up / spin down), eV: -9.33 / -9.33

natural (NBO) atomic charge list, values in e, 8 entries: -0.4756 -0.0521 -0.5569 -0.9233 1.1278 0.2217 0.2296 0.2319